Computed, not measured: a molecular structure, C11H23AlO8PS at a distorted geometry, with wB97M-V/def2-TZVPD.

Summary:
**DFT total energy**: -2015.3159 hartree
**HOMO energy**: -20.200 eV
**Total charge**: +3
**Lowest unoccupied orbital energy**: -17.740 eV
**Frontier orbital gap**: 2.4606 eV

```
45
Properties=species:S:1:pos:R:3:forces:R:3:lowdin_charge:R:1
C 4.086639 -0.332553 1.684962 0.27 0.28 -0.81 -0.03
C 4.517457 0.336737 0.317427 1.25 -1.20 1.34 -0.20
O 3.942793 1.645446 0.119320 -3.19 -1.29 -0.94 -0.13
P 2.404034 1.669086 -0.476338 2.41 1.66 -2.80 0.76
O 2.175319 3.056331 -1.091959 -0.56 -1.76 1.41 -0.04
C 1.167365 1.634078 0.952338 -0.77 1.37 0.48 -0.19
C -0.192572 2.374905 0.592173 -0.34 -1.08 -0.36 -0.20
C -1.092312 1.658109 -0.498150 -0.11 -0.01 0.58 -0.08
C -2.432732 1.014994 0.056273 0.21 -0.16 -2.03 -0.36
O -3.549192 1.721368 -0.441290 0.62 -1.61 0.47 -0.07
S -4.045563 0.972325 -1.848312 -3.45 0.94 -4.95 0.81
O -3.438614 1.761887 -2.929700 0.23 -1.81 2.70 -0.13
O -5.477329 0.797889 -2.081569 3.14 0.01 2.06 -0.12
O -3.362476 -0.508110 -1.589221 0.12 2.31 0.61 -0.12
C -2.631980 -0.518811 -0.345300 -1.03 -0.87 -0.11 -0.30
C -3.492068 -1.337317 0.695646 1.17 0.00 -0.43 -0.06
C -2.828613 -2.743008 1.043274 -1.49 0.11 0.72 -0.17
O -3.529620 -3.247846 2.163305 0.83 0.10 -1.28 0.09
O 2.114446 0.560602 -1.667836 -0.06 1.32 2.89 -0.15
C 1.759988 -0.757796 -1.201758 0.72 -2.30 -0.45 -0.26
C 2.498844 -1.780430 -2.174360 -0.36 1.45 0.12 0.01
H 3.567424 0.422314 2.305555 0.39 -0.48 -0.09 0.08
H 3.469188 -1.240579 1.526153 0.13 0.49 0.03 0.08
H 5.002435 -0.684411 2.192429 -0.56 0.27 0.01 0.11
H 4.401966 -0.334853 -0.550518 -0.13 0.55 0.19 0.11
H 5.615053 0.507106 0.419300 -0.61 0.26 -0.26 0.17
H 1.035009 0.590541 1.375512 0.48 -0.01 -0.69 0.02
H 1.648212 2.227547 1.763759 -0.04 -0.37 -0.47 0.14
H -0.027526 3.415886 0.268207 0.22 -0.36 0.43 0.16
H -0.796711 2.441457 1.547057 0.34 0.55 -0.38 0.10
H -1.403214 2.408053 -1.254124 0.11 -0.38 0.42 0.16
H -0.549877 0.869644 -1.053914 -0.08 0.36 0.22 0.12
H -2.505782 0.989746 1.206313 -1.01 0.97 -0.47 0.05
H -1.704563 -1.054971 -0.634326 -0.07 0.50 0.51 0.15
H -4.477128 -1.505928 0.223629 0.29 0.11 0.57 0.17
H -3.591260 -0.801853 1.669471 -0.25 -0.18 -0.54 0.12
H -1.759347 -2.625379 1.363127 0.04 0.33 -0.34 0.13
H -2.931640 -3.448535 0.206656 0.16 0.16 0.38 0.16
H -3.293276 -2.671522 2.898387 -0.34 -0.20 0.62 0.12
H 2.094877 -0.936990 -0.162291 -0.11 0.23 -0.39 0.08
H 0.678598 -0.986352 -1.277248 0.30 0.64 -0.04 0.11
H 3.450560 -1.288737 -2.449305 -0.28 -0.60 0.14 0.09
H 2.657501 -2.757848 -1.694430 -0.15 0.38 -0.21 0.11
H 1.888058 -1.828173 -3.089823 0.36 -0.32 0.35 0.10
Al -1.062372 0.315953 1.921500 1.17 -0.38 0.77 1.28
```
Positions in Å, forces in eV/Å.


Computed, not measured: a gas-phase ion, C5H5INO2S (charge -1) at a distorted geometry, with wB97M-V/def2-TZVPD.

Summary:
**DFT total energy**: -1094.6731 hartree
**HOMO energy**: -3.658 eV
**Total charge**: -1
**Lowest unoccupied orbital energy**: 2.861 eV
**Frontier orbital gap**: 6.5191 eV
**Relative energy (zero: lowest compared OMol25 entry of this formula, charge and spin)**: 40.92 kJ/mol
**SMILES string**: C/C(NC(=O)C=O)=C(\[S-])I

```
15
Properties=species:S:1:pos:R:3:forces:R:3:lowdin_charge:R:1
C -0.977288 -1.151887 0.034881 -2.22 -0.79 -0.93 -0.12
C 0.317033 -0.568416 0.443402 0.55 0.23 0.83 -0.58
N 0.209519 0.751190 0.967775 0.75 -0.31 0.39 0.05
C -0.375614 1.686395 0.204002 1.05 -0.84 1.49 -0.51
O -0.710558 2.758092 0.642495 -0.65 1.37 -0.36 0.06
C -0.415967 1.245465 -1.231307 -1.73 2.13 -0.59 -0.19
O -1.422975 1.489912 -1.873918 1.30 -0.64 -0.20 0.06
C 1.456372 -1.290000 0.336413 -0.37 0.79 -0.53 -1.20
S 1.520561 -2.825998 -0.251409 0.95 -1.04 -0.13 0.40
I 3.340179 -0.090934 0.622272 -0.44 -0.25 0.16 0.51
H -1.793404 -0.916333 0.779146 0.69 0.33 -0.83 0.09
H -0.957892 -2.277309 0.062112 0.19 1.22 -0.56 0.04
H -1.290268 -0.729223 -1.042439 0.28 -1.56 2.34 0.11
H 0.540903 1.009913 1.900949 -0.31 -0.20 -0.53 0.14
H 0.559406 0.909128 -1.594368 -0.03 -0.43 -0.55 0.14
```
Positions in Å, forces in eV/Å.


> Which of these has the highest lowest unoccupied orbital energy?

C5H5INO2S


Please write out number 2 again, unchanged.
Computed, not measured: a gas-phase ion, C5H5INO2S (charge -1) at a distorted geometry, with wB97M-V/def2-TZVPD.

Summary:
**DFT total energy**: -1094.6731 hartree
**HOMO energy**: -3.658 eV
**Total charge**: -1
**Lowest unoccupied orbital energy**: 2.861 eV
**Frontier orbital gap**: 6.5191 eV
**Relative energy (zero: lowest compared OMol25 entry of this formula, charge and spin)**: 40.92 kJ/mol
**SMILES string**: C/C(NC(=O)C=O)=C(\[S-])I

```
15
Properties=species:S:1:pos:R:3:forces:R:3:lowdin_charge:R:1
C -0.977288 -1.151887 0.034881 -2.22 -0.79 -0.93 -0.12
C 0.317033 -0.568416 0.443402 0.55 0.23 0.83 -0.58
N 0.209519 0.751190 0.967775 0.75 -0.31 0.39 0.05
C -0.375614 1.686395 0.204002 1.05 -0.84 1.49 -0.51
O -0.710558 2.758092 0.642495 -0.65 1.37 -0.36 0.06
C -0.415967 1.245465 -1.231307 -1.73 2.13 -0.59 -0.19
O -1.422975 1.489912 -1.873918 1.30 -0.64 -0.20 0.06
C 1.456372 -1.290000 0.336413 -0.37 0.79 -0.53 -1.20
S 1.520561 -2.825998 -0.251409 0.95 -1.04 -0.13 0.40
I 3.340179 -0.090934 0.622272 -0.44 -0.25 0.16 0.51
H -1.793404 -0.916333 0.779146 0.69 0.33 -0.83 0.09
H -0.957892 -2.277309 0.062112 0.19 1.22 -0.56 0.04
H -1.290268 -0.729223 -1.042439 0.28 -1.56 2.34 0.11
H 0.540903 1.009913 1.900949 -0.31 -0.20 -0.53 0.14
H 0.559406 0.909128 -1.594368 -0.03 -0.43 -0.55 0.14
```
Positions in Å, forces in eV/Å.


> What is the lowest unoccupied orbital energy in the first record?

-17.740 eV


> Which value of lowest unoccupied orbital energy does entry 1 give?

-17.740 eV